Entry 1:
Below is a cluster of 9 separate species, C21H51N9O9 in total at a distorted geometry, with properties calculated with ωB97M-V with the def2-TZVPD basis set.

The geometry in XYZ format:
```
90
Properties=species:S:1:pos:R:3:forces:R:3:lowdin_charge:R:1
C -22.930 -11.272 -16.033 0.7 -0.9 0.1 -0.0037
C -22.776 -12.796 -15.634 -4.5 1.4 5.0 -0.4842
O -23.595 -13.195 -14.722 2.6 0.4 -3.4 -0.0232
N -21.752 -13.498 -16.077 1.0 0.5 -1.2 0.0050
C -21.460 -14.895 -15.794 -1.2 0.1 0.5 -0.0552
H -21.983 -10.819 -16.325 0.1 -0.2 -0.6 0.0583
H -23.218 -10.645 -15.189 -0.2 -0.7 0.3 0.0751
H -23.710 -11.123 -16.779 0.3 -0.2 -0.2 0.0743
H -21.144 -12.866 -16.578 0.5 -0.9 -0.3 0.1308
H -22.370 -15.487 -15.893 -0.1 0.1 -0.7 0.0650
H -21.330 -15.066 -14.725 0.9 0.3 0.1 0.0753
H -20.685 -15.281 -16.456 0.0 0.2 0.3 0.0818
C -23.778 -19.910 -13.212 -0.1 -1.6 2.0 -0.0232
C -24.085 -18.761 -14.049 -0.8 0.5 0.5 -0.5881
O -24.652 -17.801 -13.550 0.2 0.7 -1.1 0.0490
N -23.731 -18.976 -15.335 0.1 0.8 0.4 0.0218
C -23.962 -17.994 -16.372 -0.7 -0.3 -0.4 -0.0668
H -22.739 -19.936 -12.881 0.1 -0.4 -0.5 0.0568
H -24.156 -20.826 -13.667 0.7 -0.3 -0.2 0.0975
H -24.320 -19.863 -12.268 -0.2 0.4 -0.1 0.0847
H -23.288 -19.880 -15.423 0.3 0.3 -0.9 0.1098
H -24.997 -18.057 -16.707 -0.2 -0.1 -0.1 0.0818
H -23.356 -18.174 -17.261 0.3 0.0 0.3 0.0812
H -23.877 -16.967 -16.018 0.4 -0.2 0.2 0.0643
C -15.591 -18.578 -7.125 0.3 -0.4 0.0 -0.0054
C -15.526 -17.073 -7.255 1.5 0.0 -0.5 -0.5110
O -14.972 -16.401 -6.401 -1.1 0.1 -0.3 0.0527
N -15.887 -16.563 -8.506 -0.4 0.2 1.1 -0.0079
C -15.893 -15.134 -8.790 -0.6 0.2 -1.0 -0.0897
H -14.581 -18.963 -7.267 0.3 0.2 -0.4 0.0856
H -16.244 -19.088 -7.834 0.0 0.2 0.3 0.0406
H -15.767 -18.909 -6.102 -0.6 0.4 -0.1 0.0929
H -15.868 -17.219 -9.273 -0.2 0.2 0.2 0.1127
H -16.331 -14.484 -8.032 0.9 -0.5 0.9 0.0931
H -16.643 -14.873 -9.536 -0.1 -0.7 -0.7 0.0573
H -14.957 -14.775 -9.218 0.2 0.2 0.6 0.0804
O -21.227 -16.081 -9.802 0.6 0.0 -1.5 -0.0338
C -20.692 -16.356 -10.906 -2.7 -0.2 2.4 -0.5565
N -19.370 -16.415 -10.984 1.1 0.6 0.0 0.1759
C -21.568 -16.876 -12.030 0.9 0.1 -1.0 0.0142
H -18.865 -16.083 -10.175 -0.3 -0.1 0.1 0.0997
H -18.813 -16.746 -11.760 -0.5 0.0 -0.2 0.0285
H -22.539 -16.427 -12.239 0.0 0.1 1.0 0.0905
H -21.660 -17.944 -11.830 -0.3 -0.1 -0.1 0.0689
H -21.076 -16.764 -12.996 0.5 -0.3 -0.1 0.0465
O -18.006 -17.090 -13.139 -1.6 -0.5 -0.1 -0.0169
C -17.392 -16.207 -13.709 -0.8 -1.1 -1.1 -0.5448
N -16.115 -16.111 -13.349 1.5 1.5 -0.7 0.1735
C -18.011 -15.332 -14.814 0.9 -0.1 0.1 0.0228
H -15.456 -15.924 -14.091 0.3 0.3 0.6 0.1152
H -15.858 -16.628 -12.520 0.2 -0.2 -0.5 0.1180
H -18.668 -14.602 -14.341 0.0 0.0 0.0 0.0902
H -18.580 -15.862 -15.577 -0.1 -0.5 0.6 0.0632
H -17.246 -14.815 -15.393 0.1 0.3 0.3 0.0767
O -21.229 -20.935 -14.862 1.1 1.6 0.4 -0.0108
C -20.448 -20.010 -14.560 -0.8 -0.8 -0.2 -0.5498
N -19.824 -19.954 -13.357 0.4 0.0 0.2 0.1803
C -20.137 -18.847 -15.535 0.0 -1.5 0.9 0.0002
H -19.079 -19.308 -13.139 -0.3 0.3 -0.4 0.0794
H -20.015 -20.602 -12.607 -0.5 -0.2 -0.3 0.0871
H -20.515 -17.902 -15.145 -0.3 -0.1 -0.2 0.0572
H -20.577 -19.205 -16.466 0.1 0.7 -0.1 0.0799
H -19.051 -18.768 -15.583 0.0 0.1 -0.3 0.0707
O -21.594 -20.644 -10.755 1.9 1.0 -0.5 0.0044
C -22.339 -21.057 -9.882 1.5 3.4 -2.9 -0.6698
N -22.493 -22.315 -9.736 -2.1 -4.9 2.2 0.1883
C -23.229 -20.128 -9.211 -1.8 0.4 1.8 -0.0076
H -23.371 -22.581 -9.313 0.4 -0.4 0.3 0.1151
H -21.919 -23.086 -10.045 0.2 0.8 -0.4 0.1342
H -24.192 -20.638 -9.175 -0.5 0.4 -0.2 0.0882
H -23.326 -19.135 -9.650 0.2 -0.4 -0.3 0.0992
H -23.043 -19.983 -8.147 0.5 -0.1 0.1 0.0859
O -18.717 -19.402 -6.906 3.0 -2.0 4.6 0.0791
C -19.153 -19.010 -7.905 -1.6 0.8 -3.8 -0.6021
N -20.422 -18.500 -7.882 -0.6 0.4 -1.3 0.1678
C -18.390 -18.981 -9.290 -1.5 -0.2 1.5 0.0008
H -20.954 -18.291 -8.715 0.3 0.3 0.0 0.0668
H -20.911 -18.417 -7.002 0.4 -0.2 -0.1 0.0963
H -19.182 -19.275 -9.979 0.2 0.9 -0.7 0.0561
H -17.570 -19.680 -9.457 -0.1 -0.1 0.8 0.0729
H -18.022 -17.957 -9.249 -0.2 0.0 -1.0 0.0420
O -24.544 -14.974 -6.662 0.3 -1.2 2.0 -0.0031
C -23.805 -15.613 -5.886 -1.9 1.5 -1.1 -0.5638
N -22.588 -15.912 -6.345 1.2 -1.0 0.7 0.1501
C -24.238 -16.143 -4.481 0.8 0.6 -1.0 -0.0028
H -21.922 -16.370 -5.739 0.0 0.0 -0.4 0.0943
H -22.428 -15.843 -7.340 0.2 0.3 0.0 0.0988
H -23.544 -16.904 -4.123 -0.4 -0.6 -0.4 0.0603
H -25.265 -16.461 -4.660 0.2 -0.2 0.6 0.0804
H -24.150 -15.433 -3.659 -0.5 0.6 -0.5 0.0730
```
Positions in Å, forces in eV/Å.

Calculated values
spin multiplicity: 1
gap between HOMO and LUMO: 8.94 eV
HOMO: -9.08 eV
SMILES string: CNC(C)=O.CNC(C)=O.CNC(C)=O.CC(N)=O.CC(N)=O.CC(N)=O.CC(N)=O.CC(N)=O.CC(N)=O


Entry 2:
Below is the molecule C5H6O, with properties calculated with ωB97M-V with the def2-TZVPD basis set.

The geometry in XYZ format:
```
12
Properties=species:S:1:pos:R:3:forces:R:3:lowdin_charge:R:1
C 1.496 1.330 -0.588 0.0 0.1 0.0 -0.0211
C 0.266 0.782 0.109 0.0 0.0 0.1 -0.4734
O -0.086 1.196 1.199 0.1 -0.2 -0.3 0.0670
C -0.372 -0.374 -0.533 0.7 0.2 0.0 -0.0480
C -1.073 -1.282 0.283 -0.4 0.0 -0.1 -0.2868
C -1.336 -1.954 1.325 0.0 0.2 0.0 0.1756
H 1.592 2.402 -0.402 -0.1 -0.1 0.0 0.0839
H 1.517 1.123 -1.661 -0.1 0.0 0.1 0.0748
H 2.361 0.832 -0.133 -0.1 0.1 -0.1 0.0927
H -0.319 -0.541 -1.604 0.1 0.0 0.2 0.1074
H -1.907 -0.965 -0.450 -0.4 -0.2 0.2 0.1879
H -2.149 -2.164 1.998 0.0 -0.1 -0.1 0.0401
```
Positions in Å, forces in eV/Å.

Calculated values
spin multiplicity: 1
gap between HOMO and LUMO (alpha / beta): 7.73 / 7.76 eV
HOMO (alpha / beta): -8.29 / -8.58 eV


Entry 3:
Below is a cluster of 3 separate species, H2O5P2 in total at a distorted geometry, with properties calculated with ωB97M-V with the def2-TZVPD basis set.

The geometry in XYZ format:
```
9
Properties=species:S:1:pos:R:3:forces:R:3:lowdin_charge:R:1
O 2.924 4.584 1.683 -0.3 0.6 -1.0 -0.6645
O 3.970 3.971 -0.522 0.9 -0.6 -1.2 -0.6359
O -1.614 -2.875 0.194 0.4 -0.5 -0.3 -0.6172
O -1.679 -0.272 -1.359 0.5 -0.3 -1.1 -0.1375
O -2.267 -4.440 2.054 0.2 -0.6 0.0 -0.6361
P -1.452 -4.252 0.808 -0.7 1.3 0.2 0.3687
P 2.971 4.803 0.175 -0.5 0.1 2.2 0.3005
H -1.631 -1.088 -0.801 0.2 0.2 -0.6 -0.0181
H -1.222 -0.431 -2.232 -0.7 -0.1 1.9 0.0400
```
Positions in Å, forces in eV/Å.

Calculated values
spin multiplicity: 1
gap between HOMO and LUMO: 8.03 eV
net charge: -2
HOMO: -2.10 eV


Entry 4:
Below is the molecule C3H5NO4S at a distorted geometry, with properties calculated with ωB97M-V with the def2-TZVPD basis set.

The geometry in XYZ format:
```
14
Properties=species:S:1:pos:R:3:forces:R:3:lowdin_charge:R:1
C 0.342 -0.858 0.070 1.7 1.7 -0.3 -0.5541
C -0.296 0.142 -0.985 -2.8 -3.5 -2.3 -0.0840
C -0.586 -0.233 1.043 -1.1 1.6 0.8 0.1117
N -1.091 0.591 0.148 0.4 0.0 -0.2 0.0987
O 2.051 1.581 0.632 -0.6 0.6 1.4 -0.3005
O 0.839 -2.011 0.066 0.5 -1.5 0.0 -0.0716
O 2.863 -0.811 0.883 -1.9 -0.4 -1.1 -0.2671
O 2.607 0.328 -1.282 -0.1 -0.8 -1.7 -0.2809
S 2.096 0.283 0.042 1.2 -1.1 1.8 0.6005
H 0.333 0.815 -1.472 1.0 1.6 -0.3 0.0734
H -0.890 -0.336 -1.910 0.8 0.7 2.5 0.1863
H -0.873 -0.213 2.145 0.5 -0.4 -1.6 0.1784
H 2.139 -1.705 0.560 0.4 1.2 0.4 0.1390
H -1.632 1.442 0.161 -0.1 0.0 0.7 0.1702
```
Positions in Å, forces in eV/Å.

Calculated values
spin multiplicity: 1
gap between HOMO and LUMO (alpha / beta): 7.67 / 7.67 eV
HOMO (alpha / beta): -9.19 / -9.19 eV


Ordered E results: -2000.795102, -269.163923, -1060.289192, -871.069390; unit hartree.
Ordered molecular weight results: 573.69, 82.10, 143.96, 151.14; unit g mol⁻¹.
Ordered relative energy (zero: lowest compared OMol25 entry of this formula, charge and spin) results: 2.050, 4.961, 0.645, 2.211; unit eV.